This record from the Open Molecules 2025 dataset describes C30H34BCoN11O4 as an isolated structure in a non-equilibrium geometry. The level of theory is ωB97M-V with the def2-TZVPD basis set.

Expectation value of S²: 2.0771
LUMO (alpha / beta): 2.4 / 2.4 eV
Kohn-Sham gap (alpha / beta): 0.2292 / 0.2166 Ha
ΔE to the lowest compared entry with this formula, charge and spin: 0.00 kJ/mol
Electronic energy: -3474.7093 Ha
HOMO (alpha / beta): -0.1407 / -0.1281 Eh
Max |F|: 2.61 eV/Å

```
! wB97M-V def2-TZVPD RIJCOSX def2/J DEFGRID3
* xyz -1 3
Co -0.04970 -0.51527 -0.21277
C 2.78201 2.63886 0.39914
C 1.45353 2.16777 0.43675
N 1.28192 1.15186 -0.42504
N 2.50971 1.00021 -1.09867
C 3.41944 1.81859 -0.54436
B 2.65807 -0.29977 -2.04900
N 2.84534 -1.56980 -1.09615
C 3.85609 -2.44706 -0.92734
C 3.43226 -3.45121 -0.06857
C 2.10968 -3.10647 0.24655
N 1.78127 -1.91964 -0.28352
N 1.33840 -0.41379 -2.87651
C 1.03626 -0.17998 -4.15466
C -0.27784 -0.62489 -4.41029
C -0.73053 -1.14135 -3.20346
N 0.21384 -0.93936 -2.23208
N 3.92026 -0.20581 -2.99553
C 4.76853 0.73297 -3.49753
C 5.50593 0.20878 -4.55150
C 4.99481 -1.09777 -4.66648
N 4.05974 -1.34386 -3.77015
H 3.17997 3.48870 0.92987
H 0.64090 2.53957 1.03240
H 4.45701 1.75645 -0.85578
H 4.77150 -2.34649 -1.49460
H 4.00046 -4.29193 0.29743
H 1.39720 -3.65272 0.85006
H 1.74848 0.30121 -4.81692
H -0.76756 -0.55453 -5.35339
H -1.64661 -1.64428 -2.94674
H 4.77389 1.72978 -3.05612
H 6.28011 0.70172 -5.11140
H 5.28155 -1.84240 -5.40663
C -0.92450 3.08281 -2.30836
C -1.92530 2.08475 -1.83400
N -1.69120 0.97744 -1.16732
C -2.90900 0.34094 -1.07201
C -3.91191 1.12807 -1.62919
N -3.25043 2.22011 -2.13574
C -5.37777 1.00720 -1.78849
O -5.96876 -0.08523 -1.30398
O -6.01203 1.88682 -2.34307
C -2.90626 -1.06649 -0.49772
O -3.99522 -1.60016 -0.26602
O -1.75664 -1.59995 -0.34310
H 0.00941 2.94177 -1.75004
H -1.29630 4.11020 -2.14877
H -0.73999 2.94038 -3.39504
H -3.69865 2.94987 -2.67698
H -5.29988 -0.75289 -0.90304
C -1.22158 3.36465 2.73819
C -1.87992 2.11932 2.12747
C -3.37956 2.34512 1.83998
C -1.70125 0.89044 2.96878
C -2.29369 0.84404 4.22392
C -2.23340 -0.27924 5.06473
C -1.54218 -1.41836 4.63331
C -0.90911 -1.48972 3.41525
C -0.06966 -2.69056 3.01030
C -0.60485 -4.02751 3.50179
C 1.40110 -2.48792 3.44715
C -0.92990 -0.30254 2.54039
N -0.11668 -0.24704 1.52796
H -1.26063 4.20374 2.01462
H -0.15102 3.17395 2.95381
H -1.72464 3.65932 3.68763
H -1.38500 1.88523 1.17408
H -3.90254 2.75603 2.73444
H -3.87197 1.38279 1.55355
H -3.50035 3.06566 0.99589
H -2.84125 1.75068 4.53493
H -2.72020 -0.26976 6.04158
H -1.45734 -2.32022 5.26600
H -0.16109 -2.66879 1.92486
H -0.51620 -4.09867 4.58722
H -0.03041 -4.87099 3.08092
H -1.68442 -4.13383 3.23841
H 1.49515 -2.47658 4.54624
H 1.80270 -1.54478 3.04433
H 2.01840 -3.32822 3.05815
*
```